Density functional theory data (ωB97M-V/def2-TZVPD) for C20H40BF4O7P3Ru as an isolated structure.

Summary:
- E_HOMO (spin up / spin down): -15.9067 / -15.8903 eV
- DFT total energy: -2855.849150 Eh
- Spin multiplicity: 5
- Orbital gap (spin up / spin down): 8.5 / 6.5 eV
- LUMO (spin up / spin down): -7.44 / -9.36 eV
- Expectation value of S²: 6.015
- Charge: +2

Geometry as XYZ:
```
76
Properties=species:S:1:pos:R:3:nbo_charge:R:1
Ru 0.26 -1.59 0.31 1.5667
C 4.00 -4.53 -0.06 -0.6523
C 3.35 -3.47 0.82 -0.4451
O 4.03 -3.28 2.05 -0.7278
P 3.45 -1.79 0.04 2.4110
O 4.47 -0.97 0.86 -0.9494
O 4.08 -1.87 -1.38 -0.9524
O 2.12 -1.04 -0.03 -1.0567
P 1.57 -3.80 1.06 2.3424
O 1.52 -5.26 1.58 -0.9619
O 0.94 -3.53 -0.31 -1.0585
O 0.96 -2.75 2.00 -1.0236
H 5.03 -4.27 -0.29 0.2542
H 3.45 -4.67 -0.99 0.2486
H 3.99 -5.49 0.46 0.2543
H 4.30 -4.13 2.43 0.5153
H 4.81 -1.42 1.66 0.5668
H 3.53 -2.14 -2.13 0.5470
H 0.70 -5.61 1.95 0.5590
F -1.50 -2.12 0.51 -0.5073
B -3.60 -2.96 1.63 1.4757
F -2.88 -3.83 2.31 -0.4904
F -4.13 -3.27 0.47 -0.4833
F -3.76 -1.74 2.12 -0.5043
C 2.33 3.79 -1.19 -0.4100
C 2.20 3.52 0.32 -0.4009
C 1.54 2.16 0.60 -0.4057
C 0.51 1.87 -0.50 -0.5921
C 1.21 1.64 -1.86 -0.3927
C 2.49 2.48 -1.95 -0.4028
P -0.72 0.58 -0.14 1.4518
C -1.71 0.82 1.37 -0.5636
C -1.00 0.36 2.66 -0.4123
C -1.82 0.83 3.85 -0.4028
C -1.81 2.37 3.95 -0.4095
C -1.61 3.05 2.59 -0.3957
C -2.28 2.26 1.47 -0.4148
C -1.82 0.22 -1.53 -0.5814
C -1.19 -0.70 -2.59 -0.3822
C -2.30 -1.28 -3.47 -0.4044
C -3.43 -0.26 -3.70 -0.4099
C -2.90 1.17 -3.62 -0.4037
C -2.42 1.49 -2.19 -0.3959
H 3.16 4.46 -1.38 0.2439
H 1.44 4.31 -1.56 0.2011
H 1.62 4.31 0.79 0.2208
H 3.19 3.53 0.78 0.2277
H 1.10 2.16 1.59 0.2203
H 2.29 1.37 0.60 0.2133
H -0.13 2.76 -0.59 0.2692
H 0.53 1.90 -2.67 0.2204
H 1.46 0.58 -1.99 0.1984
H 2.73 2.66 -3.00 0.2388
H 3.34 1.93 -1.53 0.1994
H -2.54 0.12 1.19 0.2789
H 0.02 0.75 2.73 0.2066
H -0.92 -0.74 2.67 0.2202
H -1.44 0.38 4.77 0.2379
H -2.84 0.46 3.73 0.2149
H -1.03 2.69 4.64 0.2231
H -2.75 2.70 4.39 0.2288
H -0.54 3.15 2.37 0.1867
H -2.01 4.06 2.61 0.2423
H -2.21 2.79 0.52 0.2131
H -3.35 2.17 1.68 0.2409
H -2.63 -0.35 -1.05 0.2643
H -0.62 -1.53 -2.14 0.1864
H -0.47 -0.14 -3.19 0.2203
H -2.71 -2.18 -3.00 0.2223
H -1.87 -1.59 -4.42 0.2284
H -4.22 -0.39 -2.96 0.2049
H -3.90 -0.44 -4.67 0.2445
H -3.66 1.89 -3.91 0.2437
H -2.07 1.29 -4.33 0.2048
H -3.25 1.84 -1.59 0.2272
H -1.68 2.30 -2.23 0.2072
```